Entry 1:
C20H60AsF6O10Sr | ωB97M-V/def2-TZVPD

frontier orbital gap	6.816	eV
HOMO	-11.389	eV
total charge	+1
multiplicity	1
LUMO energy	-4.57	eV

Positions of all 98 atoms, in Å:
Sr: -2.39204 0.15703 3.38450
As: -0.15459 0.02767 -0.05410
F: -0.00699 -1.69093 0.38574
F: -0.71143 0.41478 1.61491
F: -0.30412 1.79815 -0.45846
F: 0.32668 -0.36296 -1.70418
F: -1.87402 -0.26978 -0.53551
F: 1.51887 0.34898 0.46187
C: 2.58438 3.00506 -0.69752
C: 3.08449 4.35412 -1.26152
O: 3.86540 4.20027 -2.39578
H: 3.41515 2.38722 -0.35665
H: 2.01486 2.38615 -1.39086
H: 1.84812 3.07542 0.10314
H: 3.54742 4.99467 -0.51087
H: 2.15773 4.86620 -1.52040
H: 4.32368 5.01738 -2.60535
C: 0.15298 -1.48986 -5.27725
C: 1.48346 -1.86529 -4.61404
O: 2.01537 -2.94829 -5.37976
H: 0.15224 -1.12263 -6.30353
H: -0.25898 -0.67159 -4.68662
H: -0.59324 -2.28166 -5.21166
H: 1.28014 -2.08669 -3.56631
H: 2.14683 -1.00141 -4.57259
H: 2.23260 -3.60639 -4.71544
C: 0.50276 2.38509 -4.02102
C: -0.95731 2.53657 -3.53398
O: -1.69139 3.30620 -4.48922
H: 1.01455 3.34057 -4.13607
H: 0.56251 1.84230 -4.96436
H: 1.07561 1.82594 -3.28123
H: -0.96214 3.08304 -2.59088
H: -1.50487 1.61403 -3.34109
H: -1.61611 2.90006 -5.35581
C: -0.77486 4.88713 0.08054
C: -2.20215 4.29966 0.07078
O: -2.88125 4.80387 1.22288
H: -0.21005 4.50281 0.92988
H: -0.85623 5.97306 0.12798
H: -0.17425 4.64071 -0.79505
H: -2.14588 3.21118 0.05932
H: -2.72616 4.65957 -0.81465
H: -2.92328 5.75708 1.11703
C: -5.93938 0.60369 1.13761
C: -4.68611 1.41565 1.09323
O: -3.59901 0.55997 1.13670
H: -5.96983 -0.24330 0.45220
H: -6.77864 1.21808 0.81164
H: -6.24331 0.25663 2.12518
H: -4.57817 2.13171 1.90792
H: -4.68282 1.94669 0.14135
H: -3.43521 0.28320 0.23216
C: 3.77466 -1.45088 2.97976
C: 4.27612 -0.50964 1.91696
O: 5.67931 -0.73744 1.85481
H: 4.12986 -1.10433 3.95024
H: 4.19863 -2.44439 2.83379
H: 2.68920 -1.54027 3.02334
H: 4.05753 0.54921 2.05540
H: 3.89562 -0.70367 0.91413
H: 6.06758 -0.29389 1.09711
C: -2.49180 -3.56452 -0.60278
C: -3.94754 -3.20886 -0.60531
O: -4.54117 -3.13524 0.68301
H: -2.13531 -3.58428 -1.63265
H: -2.26905 -4.48951 -0.07092
H: -1.91986 -2.75623 -0.14711
H: -4.55408 -3.80772 -1.28470
H: -4.09159 -2.23302 -1.06909
H: -5.47840 -3.32771 0.60461
C: 1.61367 1.62933 3.85865
C: 0.94413 0.30934 4.26404
O: -0.31375 0.62259 4.74359
H: 1.51805 2.32592 4.69155
H: 1.23114 2.06849 2.93729
H: 2.67108 1.43621 3.67786
H: 1.50786 -0.20135 5.04474
H: 0.78805 -0.36851 3.42485
H: -0.15990 1.05659 5.58595
C: -1.23683 -4.28576 2.96382
C: -0.27202 -3.14625 3.34882
O: -0.89942 -1.96727 2.84539
H: -0.99020 -5.22103 3.46637
H: -1.20217 -4.51071 1.89785
H: -2.29755 -4.07423 3.09884
H: 0.75816 -3.30862 3.03185
H: -0.33156 -3.08636 4.43554
H: -0.51759 -1.92307 1.96571
C: 3.20409 -2.94506 -1.01641
C: 2.31698 -3.86538 -0.14672
O: 1.01824 -3.82980 -0.60887
H: 2.93313 -1.90477 -0.83625
H: 3.01720 -3.15899 -2.06875
H: 4.27737 -3.09359 -0.89770
H: 2.37795 -3.66270 0.92253
H: 2.65428 -4.89119 -0.29522
H: 0.57793 -3.03830 -0.29067

***

Entry 2:
C20H60F6N10O10P | ωB97M-V/def2-TZVPD

frontier orbital gap	9.595	eV
HOMO	-7.916	eV
total charge	-1
multiplicity	1
LUMO energy	1.68	eV

Positions of all 107 atoms, in Å:
P: -2.95642 -8.69379 14.00089
F: -4.51146 -9.14304 13.94618
F: -3.40401 -7.08483 14.13701
F: -3.01499 -8.80354 15.63236
F: -1.41998 -8.25284 14.27754
F: -2.55541 -10.24041 13.84341
F: -2.90077 -8.53767 12.34645
C: -2.08620 -13.87709 9.18251
O: -2.61509 -14.78336 9.78811
N: -2.04914 -13.88565 7.83789
N: -1.72341 -12.69523 9.66311
H: -2.49585 -14.65217 7.35519
H: -1.74860 -13.05139 7.35437
H: -1.43490 -11.91967 9.08400
H: -1.82031 -12.61914 10.66558
C: -4.84279 -2.43739 16.95022
O: -5.80539 -1.74535 16.87856
N: -4.88817 -3.68730 17.29508
N: -3.64416 -2.08473 16.69402
H: -4.08087 -4.29335 17.26241
H: -5.79865 -3.99164 17.60891
H: -3.27353 -1.19500 16.39219
H: -2.91994 -2.73274 16.96913
C: 5.54022 -4.83363 13.03810
O: 5.48255 -5.40411 11.95864
N: 6.61211 -4.21022 13.43700
N: 4.56906 -4.85074 13.87424
H: 7.51020 -4.24044 12.97590
H: 6.45990 -3.81606 14.35437
H: 3.80853 -5.36848 13.45753
H: 4.56741 -4.21924 14.66247
C: -2.11322 -4.46035 8.95543
O: -1.88722 -3.67675 8.06029
N: -2.67681 -5.57877 8.70913
N: -2.05122 -4.27632 10.22830
H: -3.09544 -5.88352 7.84196
H: -2.86217 -6.21677 9.46986
H: -1.80111 -3.34869 10.53982
H: -2.53393 -4.86515 10.89189
C: -7.86411 -12.94157 12.66880
O: -8.61015 -13.81157 12.34298
N: -7.24851 -12.84297 13.81415
N: -7.50508 -11.89866 11.90336
H: -7.66895 -13.29982 14.61078
H: -6.56351 -12.10315 13.87366
H: -7.87795 -11.84502 10.96625
H: -6.85191 -11.18271 12.18773
C: 1.73223 -5.83935 19.45709
C: 0.20286 -5.38839 19.26215
C: -0.19633 -4.37028 20.40743
O: 0.07861 -4.63745 18.07313
H: 2.02646 -5.93605 20.50216
H: 2.38578 -5.08322 19.02212
H: 1.89891 -6.78006 18.93233
H: -0.41514 -6.28224 19.34708
H: 0.09931 -4.79273 21.36777
H: -1.25503 -4.11322 20.44191
H: 0.38921 -3.45117 20.42882
H: -0.11077 -5.23212 17.34367
C: 2.68540 -13.14971 14.51102
C: 2.28083 -14.62569 14.63477
C: 3.36539 -15.55408 15.29214
O: 1.19693 -14.71520 15.49586
H: 1.96587 -12.63607 13.87343
H: 3.67454 -13.01936 14.07203
H: 2.60061 -12.49197 15.37606
H: 1.94468 -14.99448 13.66569
H: 3.03049 -16.57385 15.10240
H: 3.50350 -15.31395 16.34636
H: 4.29516 -15.48639 14.72730
H: 1.57527 -14.41341 16.32495
C: -5.53737 -10.82072 22.74790
C: -6.21801 -11.03608 21.40969
C: -6.09802 -9.92463 20.37266
O: -5.72355 -12.31884 20.88581
H: -5.83432 -9.92606 23.29518
H: -4.44993 -10.87626 22.69787
H: -5.85758 -11.62467 23.41064
H: -7.30056 -11.07434 21.53103
H: -6.53713 -8.98537 20.70890
H: -6.56604 -10.19264 19.42544
H: -5.08630 -9.55477 20.20619
H: -5.28243 -12.16324 20.04748
C: -8.55929 -3.21241 11.70514
C: -8.55880 -4.22916 10.56208
C: -8.59601 -5.66304 11.12225
O: -9.73615 -4.00025 9.85658
H: -9.39112 -3.13254 12.40499
H: -8.39256 -2.20968 11.31164
H: -7.65362 -3.40952 12.27874
H: -7.63350 -4.18625 9.98756
H: -7.68278 -5.87731 11.67741
H: -8.59139 -6.37029 10.29286
H: -9.47577 -5.91317 11.71516
H: -10.48990 -4.51319 10.15717
C: -0.49465 -11.95551 20.03886
C: 0.49101 -12.74406 20.91140
C: 0.02825 -13.18695 22.28496
O: 0.82803 -13.81981 20.12366
H: -0.89249 -11.07022 20.53493
H: -1.32341 -12.57744 19.70054
H: -0.09921 -11.58351 19.09369
H: 1.36155 -12.11977 21.11272
H: -0.68739 -13.99213 22.11873
H: -0.42601 -12.31261 22.75108
H: 0.90326 -13.60865 22.77956
H: 1.55926 -14.30007 20.51897

***

Entry 3:
C20H60MnNO13 | ωB97M-V/def2-TZVPD

frontier orbital gap (spin up / spin down)	9.934 / 4.123	eV
HOMO (spin up / spin down)	-14.884 / -14.882	eV
total charge	+2
multiplicity	7
LUMO energy (spin up / spin down)	-4.95 / -10.76	eV

Positions of all 95 atoms, in Å:
Mn: -6.00640 12.06653 0.14399
N: -5.87131 13.30308 3.31983
O: -5.82911 12.69568 2.21535
O: -5.68226 14.51251 3.38708
O: -6.09041 12.67165 4.32700
C: -7.26398 8.62135 5.70615
C: -7.71921 9.26284 4.43587
O: -6.69432 10.07297 4.00676
H: -7.92481 7.78840 5.94614
H: -7.25328 9.25190 6.59519
H: -6.22348 8.30922 5.61659
H: -8.63759 9.77379 4.72502
H: -7.99069 8.52813 3.67784
H: -6.82821 10.97358 4.31100
C: -9.29146 12.07454 2.25523
C: -8.72058 13.11284 1.28626
O: -8.17119 12.31635 0.17340
H: -8.70348 11.20774 2.55695
H: -10.20742 11.60250 1.89986
H: -9.62428 12.62140 3.13743
H: -7.99648 13.76880 1.76946
H: -9.60729 13.68037 1.00388
H: -8.95938 11.99992 -0.27408
C: -2.17871 11.17272 -1.15783
C: -3.15853 10.82430 -0.04052
O: -3.82893 12.00233 0.32684
H: -1.54098 12.05395 -1.08830
H: -2.63870 11.11588 -2.14438
H: -1.41240 10.40216 -1.24211
H: -2.64675 10.32912 0.78471
H: -3.86504 10.07954 -0.40696
H: -3.07656 12.43541 0.73670
C: -7.28345 15.95300 -1.07198
C: -6.28007 14.82377 -1.40932
O: -5.88953 14.14659 -0.23993
H: -6.73171 16.80061 -0.66549
H: -7.96512 15.63575 -0.28281
H: -7.91645 16.33213 -1.87426
H: -5.58019 15.43317 -1.98108
H: -6.71746 14.14902 -2.14520
H: -5.48683 14.83415 0.29553
C: -3.89464 18.17059 0.46903
C: -4.77200 17.64883 1.62066
O: -4.68500 16.21369 1.36027
H: -4.31427 17.81277 -0.47118
H: -2.94211 17.64649 0.54695
H: -3.82755 19.25851 0.47459
H: -5.80791 17.98386 1.67322
H: -4.36300 17.81457 2.61733
H: -4.82088 15.83123 2.23026
C: -7.91667 8.71050 0.37090
C: -6.45866 8.98613 0.58373
O: -6.41429 10.24624 1.27016
H: -8.37569 8.46780 1.32929
H: -7.97065 7.81660 -0.25049
H: -8.47290 9.51809 -0.10500
H: -5.92811 9.17473 -0.34958
H: -5.88798 8.23723 1.13288
H: -6.32724 10.07243 2.21027
C: -1.15189 12.22434 3.57680
C: -2.33195 13.10218 2.94573
O: -2.00515 13.53651 1.62749
H: -0.18186 12.71821 3.51989
H: -1.12314 11.37076 2.89953
H: -1.26283 11.80815 4.57808
H: -2.56737 14.01660 3.49026
H: -3.22691 12.48314 2.88303
H: -1.34183 14.22949 1.66494
C: -9.61854 15.88502 5.01260
C: -8.27236 16.40582 4.64793
O: -7.80777 16.34929 3.27769
H: -10.00503 16.14192 5.99887
H: -9.69927 14.79907 4.96458
H: -10.30509 16.21311 4.23215
H: -7.59966 15.86887 5.31670
H: -8.33278 17.39704 5.09732
H: -7.05372 15.77488 3.12589
C: -4.03698 11.99075 8.36698
C: -5.28598 12.71476 7.95915
O: -4.96708 13.70058 7.04135
H: -4.32774 11.23440 9.09601
H: -3.38771 12.68533 8.90000
H: -3.52084 11.38447 7.62259
H: -5.83564 13.25877 8.72728
H: -5.99514 12.04959 7.46646
H: -5.52143 13.52384 6.27777
C: -5.53906 17.56333 7.01763
C: -4.47547 16.74333 6.26214
O: -3.61730 15.99510 7.15982
H: -6.27456 17.88620 6.28081
H: -5.03881 18.36502 7.56090
H: -5.98440 16.93774 7.79120
H: -3.80570 17.20346 5.53565
H: -4.90213 15.97968 5.61185
H: -3.85534 15.06674 7.10411